Record 1
Entry from OMol25: a cluster of 5 separate species, C31H84N12O4P5 in total at a distorted geometry (wB97M-V/def2-TZVPD).

Geometry as XYZ:
```
136
C31H84N12O4P5 wB97M-V/def2-TZVPD
P 4.718 2.226 -3.845
P -0.920 6.398 -1.405
P 3.592 -2.305 2.849
P -5.338 0.012 0.902
P -7.407 -5.563 0.894
O 0.127 7.224 -0.651
O 2.345 -1.513 2.470
O 3.483 3.006 -4.291
O -7.204 -4.061 0.716
N 3.631 -1.738 4.469
N -2.267 5.614 -2.296
N 0.047 6.309 -2.847
N 4.703 2.847 -2.246
N -7.433 -5.500 2.610
N -5.836 -5.948 0.263
N 6.085 1.142 -3.424
N 4.973 -3.400 3.188
N -0.749 5.010 -0.418
N -7.786 -7.318 0.943
N 4.620 -1.384 1.792
N 5.782 3.110 -4.898
C 5.393 2.982 -6.305
C -1.831 1.000 3.941
C -4.640 -5.620 1.034
C -4.234 1.637 0.924
C 5.790 -0.241 -3.839
C -3.429 6.515 -2.366
C 2.665 -2.408 5.335
C 4.185 -1.465 0.395
C -3.017 1.376 3.169
C 4.931 0.006 2.105
C 5.832 3.259 -1.444
C 3.708 2.206 -1.388
C -8.916 -7.624 0.051
C 4.785 -1.352 5.246
C 6.084 4.509 -4.622
C 0.361 7.632 -3.386
C -2.946 1.263 1.722
C 1.259 5.497 -2.852
C 6.359 -3.103 2.863
C -8.707 -5.036 3.148
C -0.674 0.528 3.213
C 7.481 1.426 -3.713
C 4.666 -4.768 2.736
C -5.659 -5.461 -1.108
C -1.769 0.790 0.993
C -2.125 4.939 -3.576
C -6.828 -6.423 3.540
C -0.601 0.414 1.768
C -6.798 -8.377 0.822
C -1.438 5.121 0.868
C -0.737 3.625 -0.836
H -3.741 -5.692 0.416
H 5.692 0.070 2.883
H -5.446 -4.388 -1.141
H -4.483 -6.343 1.837
H 3.465 2.831 -0.526
H 7.008 -3.858 3.320
H 4.472 -0.777 6.122
H 5.108 1.950 -6.531
H -1.862 0.744 -0.111
H -5.383 0.014 2.378
H -9.097 -4.205 2.556
H -4.745 2.490 1.443
H -7.392 -7.363 3.636
H 5.007 -1.193 -0.275
H 1.170 8.122 -2.834
H 4.059 1.229 -1.031
H -5.989 -8.267 1.542
H 4.787 -0.528 -3.504
H -8.626 -7.549 -1.005
H -1.740 3.247 -1.077
H -1.907 1.066 5.046
H -1.912 5.628 -4.400
H 6.820 4.598 -3.821
H -3.056 4.413 -3.813
H -8.595 -4.665 4.169
H -7.269 -9.341 1.048
H 5.194 5.088 -4.357
H -2.515 4.939 0.761
H -6.562 -5.644 -1.699
H 6.554 4.989 -5.485
H 0.217 0.220 3.812
H -5.250 -0.021 -0.555
H -1.033 4.415 1.597
H 8.114 0.687 -3.210
H 6.237 3.230 -6.956
H 5.363 -2.215 5.608
H 3.675 -5.069 3.094
H -1.351 4.173 -3.552
H 1.712 -2.548 4.818
H -4.327 5.982 -2.690
H -1.305 6.120 1.293
H 6.396 2.408 -1.033
H 4.666 -4.839 1.641
H -0.520 8.282 -3.343
H 7.791 2.395 -3.325
H 3.332 -0.810 0.190
H 2.451 -1.813 6.226
H 6.523 3.899 -1.988
H 5.457 -0.693 4.701
H -9.735 -6.919 0.227
H 5.381 -5.491 3.137
H 4.549 3.630 -6.560
H -3.957 1.971 -0.109
H -3.959 1.729 3.640
H 5.826 -0.349 -4.930
H 6.490 -0.950 -3.390
H 5.490 3.863 -0.599
H -4.676 -4.613 1.459
H 2.772 2.049 -1.931
H -4.842 -5.998 -1.599
H 1.887 5.722 -3.718
H 7.710 1.386 -4.783
H -3.644 6.928 -1.374
H -5.799 -6.664 3.283
H -0.335 2.991 -0.041
H -6.368 -8.444 -0.183
H 1.018 4.439 -2.954
H 3.893 -2.489 0.143
H 6.680 -2.148 3.274
H -4.110 -0.796 1.000
H -9.459 -5.839 3.142
H 6.552 -3.106 1.785
H 0.282 0.024 1.220
H 5.371 0.516 1.243
H 0.649 7.554 -4.439
H -9.312 -8.626 0.239
H -6.101 -1.245 0.924
H -6.774 -5.971 4.535
H 3.029 -3.397 5.647
H -3.248 7.353 -3.050
H -0.087 3.448 -1.691
H -6.567 0.802 0.895
H 1.864 5.642 -1.951
H 4.049 0.575 2.418
```

The value obtained for the relative energy (zero: lowest compared OMol25 entry of this formula, charge and spin) is 1051.3 kJ/mol. Its charge is -1. The calculation puts the total energy at -3895.77829 Eh. The gap between HOMO and LUMO comes out at 3.295 eV.

***

Record 2
Entry from OMol25: a cluster of 12 separate species, C31H86O12 in total at a distorted geometry (wB97M-V/def2-TZVPD).

Geometry as XYZ:
```
129
C31H86O12 wB97M-V/def2-TZVPD
O 4.650 -0.883 -6.623
O 5.049 -2.347 -1.749
O -1.533 4.676 3.152
O -6.818 -5.147 2.355
O 3.766 1.132 7.109
O -6.673 5.171 -5.895
O -2.093 0.191 0.794
O -6.807 -0.711 0.664
O 2.404 -3.667 7.747
O 4.028 4.701 1.693
O 2.502 4.158 -6.574
O 2.706 -6.949 -2.743
C 5.370 -1.839 -7.350
C 6.335 3.999 1.158
C 1.483 1.821 7.008
C -2.590 5.594 3.213
C -5.549 3.960 -4.249
C 0.918 5.908 -6.139
C -3.546 5.164 4.271
C -7.668 0.582 2.488
C -4.994 -5.782 3.601
C 6.218 -2.627 -1.017
C -0.971 -0.296 0.184
C -0.881 0.260 -1.208
C 7.264 -1.492 -1.278
C 5.896 -2.707 0.465
C -5.128 -6.340 1.132
C 6.023 -1.054 -8.456
C 0.375 -6.639 -2.675
C -6.585 5.086 -4.499
C 1.482 -7.671 -2.763
C 4.312 -2.853 -7.830
C 2.904 2.166 7.472
C -7.597 0.472 0.972
C 2.607 4.997 -4.435
C 1.319 -3.850 5.701
C -2.051 7.020 3.366
C -5.844 -6.174 2.432
C 1.233 -4.060 7.157
C 1.659 4.663 -5.589
C 1.013 -5.522 7.603
C -8.038 4.817 -4.036
C 4.922 3.547 1.506
H 4.655 1.349 7.400
H 6.320 4.609 0.255
H -2.847 -0.230 0.376
H 0.535 -5.873 -3.433
H 0.492 5.519 -7.064
H -0.602 -7.047 -2.936
H -7.171 -4.909 3.215
H -0.522 1.288 -1.250
H 3.236 3.134 7.096
H 6.061 -2.375 -6.699
H 1.585 6.760 -6.272
H -8.594 0.276 0.578
H -6.373 -7.059 2.786
H -4.502 5.684 4.323
H 1.878 -6.100 7.279
H 4.589 -3.180 -1.621
H -5.836 -6.506 0.320
H 6.749 -2.437 1.088
H 7.740 -1.542 -2.258
H 2.081 5.437 -3.588
H -3.782 4.103 4.187
H -1.790 0.111 -1.792
H 0.354 -4.109 5.265
H -5.822 2.983 -4.646
H 5.330 -0.395 -8.978
H 2.627 -2.821 7.353
H -8.057 1.541 2.830
H 3.112 4.092 -4.097
H 0.795 2.666 7.019
H 3.605 -2.490 -8.576
H 4.809 -3.697 -8.308
H 4.906 2.961 2.425
H -2.831 7.764 3.527
H -4.092 -6.393 3.588
H -8.129 4.834 -2.950
H -3.056 5.375 5.221
H 8.063 -1.492 -0.537
H 2.066 -4.522 5.280
H -7.078 4.340 -6.153
H -1.846 3.887 2.703
H 0.451 -3.405 7.540
H -0.129 -0.035 0.824
H 2.749 3.243 -6.422
H 1.535 -2.835 5.369
H 6.847 -0.486 -1.230
H -1.384 7.133 4.221
H -1.547 7.243 2.426
H 6.750 4.662 1.918
H 0.962 -5.678 8.680
H -5.581 -5.901 4.512
H 6.704 -3.576 -1.244
H 1.610 1.411 6.006
H 3.388 -7.601 -2.920
H 0.105 -5.873 7.112
H 2.854 2.220 8.560
H 3.163 4.359 1.930
H -8.685 5.633 -4.356
H 3.699 -3.201 -6.998
H -7.152 1.363 0.529
H -4.531 -4.800 3.510
H 1.431 -8.404 -1.958
H 5.540 -3.676 0.816
H 5.127 -1.983 0.734
H -7.131 -1.448 1.186
H 1.453 -8.126 -3.753
H -0.116 -0.320 -1.724
H -3.067 5.513 2.236
H -1.089 -1.377 0.264
H 3.332 5.776 -4.670
H -4.620 4.324 -4.689
H 4.620 2.898 0.685
H 4.444 -1.304 -5.786
H 7.042 3.173 1.086
H 1.000 1.069 7.633
H -4.524 -7.244 1.218
H 6.595 -1.649 -9.168
H -4.516 -5.468 0.904
H -6.738 0.317 2.993
H 0.978 3.847 -5.348
H 0.206 -6.189 -1.697
H -8.480 3.860 -4.315
H 6.754 -0.406 -7.973
H 0.137 6.184 -5.431
H -5.248 3.772 -3.219
H -6.249 6.023 -4.055
H -8.418 -0.043 2.974
```

The value obtained for the relative energy (zero: lowest compared OMol25 entry of this formula, charge and spin) is 471.2 kJ/mol. The calculation puts the total energy at -2135.38992 Eh. As for the structure (SMILES): CC(C)O.CC(C)O.CC(C)O.CC(C)O.CC(C)O.CC(C)O.CC(C)O.CCO.CCO.CCO.CCO.CCO. The gap between HOMO and LUMO comes out at 9.879 eV.

***

Record 3
Entry from OMol25: a cluster of 12 separate species, C31H86O12 in total at a distorted geometry (wB97M-V/def2-TZVPD).

Geometry as XYZ:
```
129
C31H86O12 wB97M-V/def2-TZVPD
O 13.599 14.439 7.587
O 16.024 5.696 10.694
O 6.583 12.680 9.252
O 15.870 11.103 9.454
O 11.804 13.581 12.855
O 17.380 10.697 12.189
O 11.731 10.957 16.647
O 11.834 11.589 10.720
O 12.843 13.315 15.539
O 13.226 5.790 10.550
O 12.887 11.951 8.388
O 13.991 9.246 14.949
C 10.482 10.487 14.553
C 13.519 15.467 8.629
C 16.130 10.354 12.778
C 14.066 7.849 15.269
C 14.858 14.658 15.226
C 13.192 7.159 14.227
C 15.848 6.639 8.339
C 10.407 15.106 13.928
C 15.509 7.424 15.344
C 16.222 6.916 9.861
C 11.718 11.686 7.667
C 16.537 11.465 8.255
C 5.746 11.692 11.266
C 11.796 10.229 11.186
C 8.165 12.254 10.890
C 15.041 11.462 12.712
C 17.564 7.540 10.163
C 12.260 4.859 11.128
C 17.813 12.233 8.527
C 12.021 11.544 6.207
C 6.884 11.781 10.291
C 14.175 14.795 9.822
C 12.838 9.344 10.458
C 9.752 9.738 16.871
C 10.660 15.145 11.444
C 11.069 4.662 10.166
C 14.118 16.799 8.165
C 10.434 10.858 16.092
C 13.643 14.339 16.086
C 10.565 12.727 7.848
C 10.559 14.304 12.711
H 12.810 8.333 10.787
H 11.943 5.227 12.043
H 8.820 9.468 16.378
H 15.741 9.477 12.268
H 13.263 9.562 15.518
H 9.427 9.999 17.920
H 9.838 13.405 12.757
H 5.693 12.412 8.915
H 13.979 17.492 9.011
H 12.209 7.657 14.023
H 16.407 5.883 7.828
H 11.454 4.148 9.362
H 9.524 10.617 14.061
H 15.249 14.533 9.668
H 13.590 13.920 10.203
H 13.283 12.800 8.018
H 13.523 17.224 7.323
H 15.467 13.775 15.117
H 12.231 11.592 9.851
H 11.235 11.116 14.124
H 10.001 11.829 16.279
H 10.337 8.842 16.817
H 13.713 7.227 13.258
H 10.570 13.061 8.902
H 8.037 13.216 11.425
H 16.763 10.509 7.680
H 15.860 7.568 7.813
H 13.936 14.090 17.125
H 17.660 8.261 9.354
H 13.063 6.062 14.426
H 9.584 12.195 7.558
H 12.803 13.342 14.557
H 17.548 8.078 11.181
H 12.235 11.675 16.231
H 4.864 11.257 10.794
H 14.834 11.707 11.700
H 12.579 9.276 9.393
H 14.145 11.050 13.222
H 14.784 6.314 8.370
H 9.776 15.800 11.245
H 11.974 10.346 12.283
H 14.158 15.559 10.674
H 14.554 14.908 14.260
H 10.667 14.458 10.519
H 18.565 11.576 9.059
H 16.657 4.995 10.445
H 15.337 12.354 13.275
H 9.508 15.683 13.772
H 15.720 6.311 15.395
H 15.176 16.747 8.002
H 8.571 11.514 11.609
H 10.164 4.190 10.598
H 8.988 12.385 10.157
H 15.987 7.888 16.196
H 5.412 12.786 11.514
H 7.140 10.817 9.800
H 13.576 7.668 16.236
H 15.909 12.100 7.656
H 17.147 10.990 11.327
H 11.412 10.722 8.026
H 12.279 12.546 5.854
H 15.557 15.355 15.636
H 10.621 13.531 7.185
H 5.954 11.220 12.219
H 12.792 10.827 6.149
H 12.014 13.024 12.121
H 14.121 5.502 10.889
H 10.432 14.506 14.898
H 10.818 5.737 9.848
H 10.797 9.466 14.334
H 15.409 7.495 10.197
H 13.447 14.953 6.796
H 14.949 11.068 9.241
H 18.311 12.570 7.613
H 10.815 9.750 10.979
H 12.674 3.917 11.374
H 15.993 7.739 14.453
H 11.255 15.765 14.128
H 11.584 15.811 11.517
H 11.188 11.310 5.557
H 13.851 9.778 10.539
H 17.610 13.060 9.234
H 18.325 6.792 10.189
H 16.295 10.148 13.815
H 13.083 15.300 16.296
H 12.467 15.626 8.813
```

The value obtained for the relative energy (zero: lowest compared OMol25 entry of this formula, charge and spin) is 262.3 kJ/mol. The calculation puts the total energy at -2135.46946 Eh. As for the structure (SMILES): CC(C)O.CC(C)O.CC(C)O.CC(C)O.CC(C)O.CC(C)O.CC(C)O.CCO.CCO.CCO.CCO.CCO. The gap between HOMO and LUMO comes out at 9.757 eV.